(1)
15
Properties=species:S:1:pos:R:3:lowdin_charge:R:1 method="wB97M-V/def2-TZVPD" smiles=C[C@@H]1OC[C@@H]1N homo_ha=-0.3016 e_tot_ev=-7829.00957 largest_force_ev_per_a=4.29 e_above_lowest_kcal_mol=76.3 e_lumo_ev=0.965
C 1.050 1.517 -0.067 -0.0630
C 0.899 0.112 0.457 -0.4193
O 1.489 -0.871 -0.285 -0.1095
C -0.014 -1.657 -0.168 0.0044
C -0.752 -0.500 0.349 -0.3066
N -1.593 0.271 -0.511 0.0413
H 0.776 1.564 -1.120 0.0735
H 2.103 1.797 0.009 0.0765
H 0.446 2.218 0.509 0.0776
H 1.094 0.045 1.536 0.1239
H -0.159 -1.926 -1.212 0.1121
H 0.164 -2.496 0.499 0.1122
H -1.127 -0.605 1.368 0.1259
H -2.000 -0.189 -1.317 0.0748
H -2.374 0.718 -0.047 0.0763

(2)
10
Properties=species:S:1:pos:R:3:lowdin_spin:R:1 method="wB97M-V/def2-TZVPD" charge=+3 s2=8.77 homo_ha="-0.9382 / -0.9400" e_tot_ev=-12700.69403 largest_force_ev_per_a=6.53 spin_multiplicity=6 e_lumo_ev="-15.184 / -17.854"
O -0.565 1.334 -0.294 0.2400
C 0.302 0.743 0.387 0.0143
O 1.524 0.937 0.019 0.1746
Li 0.920 2.683 -0.882 0.0033
Ru 2.585 -0.261 1.056 3.6701
C -1.406 -0.878 -0.302 0.2942
C -0.337 -0.845 0.520 0.4229
H -1.535 -1.748 -0.949 0.0172
H -2.285 -0.362 0.091 0.0070
F 0.795 -1.603 0.355 0.1564

(3)
84
Properties=species:S:1:pos:R:3:lowdin_charge:R:1 method="wB97M-V/def2-TZVPD" charge=-1 homo_ha="-0.1068 / -0.1036" e_tot_ev=-54593.24821 largest_force_ev_per_a=7.68 e_above_lowest_kcal_mol=89.1 e_lumo_ev="2.418 / 2.432"
La 0.410 0.748 2.433 1.5777
P -0.433 0.656 -0.830 1.0880
Cl 2.729 2.072 1.733 -0.2364
C -0.184 2.982 2.012 -0.3918
H -0.121 2.990 3.165 -0.0680
H -1.162 2.622 1.467 -0.0251
C 0.897 -0.344 -1.720 -0.4369
C -0.421 2.423 -1.481 -0.4321
C 2.308 0.221 -1.495 -0.2165
H 0.825 -1.296 -1.161 0.1061
C 3.363 -0.815 -1.915 -0.1919
H 2.443 1.129 -2.101 0.1011
H 2.461 0.527 -0.448 0.0395
C 3.177 -1.279 -3.364 -0.2101
H 4.365 -0.393 -1.784 0.1108
H 3.286 -1.682 -1.245 0.1162
C 1.734 -1.683 -3.686 -0.2001
H 3.485 -0.471 -4.041 0.1089
H 3.844 -2.124 -3.566 0.1018
C 0.693 -0.663 -3.203 -0.2161
H 1.620 -1.826 -4.767 0.1041
H 1.520 -2.651 -3.212 0.1123
H 0.788 0.258 -3.797 0.1015
H -0.311 -1.064 -3.396 0.0783
C -2.079 -0.018 -1.462 -0.4339
C 0.192 2.633 -2.864 -0.2184
H -1.494 2.697 -1.529 0.1088
C 0.124 4.111 -3.271 -0.1989
H 1.243 2.316 -2.845 0.0937
H -0.321 2.025 -3.624 0.0905
C 0.745 5.037 -2.222 -0.2193
H 0.632 4.244 -4.233 0.1032
H -0.929 4.386 -3.419 0.1095
C 0.181 4.794 -0.839 -0.2060
H 1.828 4.875 -2.190 0.1145
H 0.584 6.078 -2.508 0.0984
C 0.264 3.316 -0.445 -0.3095
H 0.728 5.369 -0.085 0.1132
H -0.867 5.133 -0.787 0.1145
H 1.308 3.008 -0.254 0.0572
H -0.234 3.303 0.601 -0.0649
C -2.154 -1.552 -1.353 -0.2104
H -2.772 0.403 -0.710 0.1125
C -3.552 -2.077 -1.711 -0.1992
H -1.417 -2.011 -2.029 0.1024
H -1.886 -1.870 -0.334 0.0893
C -4.054 -1.575 -3.070 -0.2111
H -3.542 -3.173 -1.706 0.1066
H -4.258 -1.759 -0.933 0.1138
C -3.935 -0.055 -3.209 -0.2035
H -3.484 -2.061 -3.874 0.1102
H -5.099 -1.872 -3.210 0.1024
C -2.546 0.486 -2.840 -0.2127
H -4.174 0.246 -4.236 0.1051
H -4.677 0.424 -2.556 0.1122
H -1.826 0.182 -3.617 0.0965
H -2.582 1.583 -2.863 0.0981
C -0.667 -1.935 2.257 -0.2876
C -0.589 -1.278 3.382 -0.5615
H -0.478 -1.479 1.260 0.0250
C -1.885 -0.962 4.048 -0.2309
H 0.263 -1.249 4.101 0.0876
C -2.315 -2.396 4.538 -0.2197
H -1.812 -0.277 4.890 0.0906
H -2.658 -0.573 3.334 0.1072
C -2.289 -3.463 3.418 -0.1803
H -1.607 -2.685 5.336 0.1045
H -3.278 -2.450 5.056 0.0809
C -1.102 -3.326 2.363 -0.1994
H -2.288 -4.483 3.835 0.0914
H -3.245 -3.440 2.849 0.0966
H -0.254 -3.967 2.675 0.1101
H -1.335 -3.870 1.448 0.0820
C 4.051 -2.006 4.121 -0.0831
C 2.884 -1.125 4.577 -0.5948
C 3.378 0.034 5.418 -0.0961
O 2.055 -0.575 3.571 -0.5198
H 4.675 -1.485 3.391 0.0723
H 3.712 -2.945 3.678 0.0617
H 4.722 -2.295 4.945 0.0645
H 2.325 -1.788 5.273 0.1164
H 3.838 0.780 4.764 0.0698
H 2.531 0.516 5.911 0.0646
H 4.103 -0.241 6.190 0.0617

(4)
19
Properties=species:S:1:pos:R:3:lowdin_charge:R:1 method="wB97M-V/def2-TZVPD" homo_ha=-0.2944 e_tot_ev=-32605.48561 largest_force_ev_per_a=5.30 e_above_lowest_kcal_mol=18.9 e_lumo_ev=-0.250
H 3.653 2.013 -2.231 0.0120
N 3.434 2.560 -1.437 0.0250
C 2.315 2.332 -0.756 -0.8139
C 1.347 1.267 -0.955 -0.1056
C 0.449 1.109 0.131 -0.5127
C -0.509 -0.046 0.251 -0.2387
C -0.780 -0.819 -0.882 -0.0085
C -1.663 -1.973 -0.650 -0.0510
C -2.015 -2.352 0.641 -0.1162
C -1.730 -1.603 1.787 -0.0445
C -0.929 -0.440 1.548 -0.0382
S 0.613 2.274 1.448 0.6304
S 2.041 3.395 0.544 0.6721
H 1.209 0.692 -1.960 0.1420
H -0.402 -0.635 -1.874 0.0930
H -1.767 -2.602 -1.561 0.1075
H -2.494 -3.281 0.860 0.0903
H -2.166 -1.965 2.729 0.1121
H -0.606 0.071 2.367 0.0448

(5)
28
Properties=species:S:1:pos:R:3:lowdin_spin:R:1 method="wB97M-V/def2-TZVPD" s2=2.02 homo_ha="-0.1490 / -0.3096" e_tot_ev=-34408.21954 largest_force_ev_per_a=8.04 spin_multiplicity=3 e_lumo_ev="0.443 / -1.192"
C 2.651 0.643 0.074 0.0916
C 1.994 -0.199 -0.870 0.4083
C 3.868 0.038 0.211 0.3503
C 2.841 -1.162 -1.390 0.5577
C 2.011 1.899 0.624 0.0059
C 0.238 0.661 -1.305 0.0406
C -0.331 -1.239 1.145 0.0102
C -2.624 -0.681 -1.131 0.0007
C -1.897 1.675 0.758 0.0003
O 4.003 -1.065 -0.615 0.1571
O 4.909 0.451 1.010 0.1241
O 2.580 -2.202 -2.199 0.2046
Si -1.079 0.091 -0.099 0.0046
S 0.772 2.366 -0.690 0.0177
H 1.585 1.742 1.535 0.0005
H 2.827 2.635 0.774 0.0004
H 0.296 0.475 -2.329 0.0027
H -1.264 -1.610 1.699 0.0014
H 0.060 -2.171 0.655 0.0036
H 0.346 -1.042 1.972 0.0010
H -3.419 -0.941 -0.475 0.0000
H -2.925 -0.180 -2.035 0.0003
H -2.220 -1.565 -1.520 0.0003
H -1.130 2.083 1.462 0.0002
H -2.251 2.261 -0.173 0.0002
H -2.736 1.463 1.328 0.0000
H 5.602 -0.189 0.979 0.0028
H 3.379 -2.751 -2.044 0.0128

(6)
152
Properties=species:S:1:pos:R:3:lowdin_charge:R:1 method="wB97M-V/def2-TZVPD" smiles="C[C@@H](I)CO[P@](=O)(OCCCS(=O)(=O)O)OC[C@H](O)C(F)(F)F.CCOC(=O)C(F)(F)F.CCOC(=O)C(F)(F)F.CCOC(=O)C(F)(F)F.CCOC(=O)C(F)(F)F.CCOC(=O)C(F)(F)F.CCOC(=O)C(F)(F)F.CCOC(=O)C(F)(F)F.CCOC(=O)C(F)(F)F" homo_ha=-0.3572 e_tot_ev=-194184.90586 largest_force_ev_per_a=0.45 e_lumo_ev=0.069
C 1.173 -3.677 -1.891 -0.1560
C 1.829 -3.165 -0.619 -0.7485
I 2.445 -4.812 0.616 1.0000
C 3.049 -2.282 -0.880 -0.2441
O 2.736 -0.889 -0.614 -0.2044
P 2.260 0.130 -1.733 0.3859
O 2.267 -0.341 -3.110 -0.1947
O 3.224 1.355 -1.495 -0.1547
C 3.153 2.135 -0.300 -0.1909
C 4.559 2.445 0.200 -0.1647
C 5.582 1.318 0.060 -0.1956
S 5.595 0.026 1.298 0.5835
O 6.490 0.394 2.341 -0.2631
O 5.724 -1.233 0.638 -0.2709
O 4.143 0.092 1.953 -0.1517
O 0.876 0.698 -1.206 -0.1392
C -0.123 -0.096 -0.558 -0.1093
C 0.137 -0.309 0.929 -0.2484
O -0.771 -1.307 1.342 0.0240
C -0.067 0.983 1.758 -0.5624
F -1.124 0.922 2.557 0.1711
F 1.021 1.203 2.534 0.1309
F -0.211 2.069 0.982 0.1496
H 1.868 -4.289 -2.465 0.0765
H 0.843 -2.834 -2.506 0.0769
H 0.300 -4.284 -1.659 0.0726
H 1.107 -2.625 -0.012 0.0389
H 3.875 -2.505 -0.213 0.0668
H 3.403 -2.389 -1.906 0.1295
H 2.551 1.638 0.464 0.0935
H 2.629 3.062 -0.528 0.1394
H 4.938 3.307 -0.343 0.0992
H 4.471 2.758 1.242 0.1298
H 6.578 1.750 0.144 0.1123
H 5.507 0.820 -0.904 0.1059
H 3.479 0.015 1.249 0.0447
H -0.229 -1.063 -1.047 0.1301
H -1.054 0.452 -0.682 0.1362
H 1.158 -0.636 1.118 0.1392
H -0.343 -1.912 1.954 0.1158
C 1.910 2.279 -4.906 -0.0547
C 2.728 3.340 -5.601 -0.1789
O 1.922 4.132 -6.512 0.0398
C 1.248 5.125 -5.968 -0.4093
O 1.240 5.469 -4.821 0.1543
C 0.454 5.882 -7.062 -0.5473
F -0.174 5.041 -7.888 0.1694
F 1.297 6.633 -7.787 0.1638
F -0.450 6.684 -6.507 0.1692
H 1.422 1.631 -5.634 0.0913
H 2.558 1.666 -4.284 0.0520
H 1.142 2.727 -4.275 0.0845
H 3.496 2.898 -6.231 0.1273
H 3.207 4.014 -4.892 0.1213
C -5.406 0.861 2.190 -0.0532
C -6.230 0.966 0.927 -0.1806
O -5.466 0.542 -0.230 0.0328
C -5.392 -0.759 -0.439 -0.4086
O -5.884 -1.638 0.202 0.1738
C -4.559 -1.026 -1.716 -0.5431
F -3.455 -0.265 -1.737 0.1527
F -5.281 -0.735 -2.806 0.1670
F -4.191 -2.300 -1.779 0.1757
H -4.481 1.430 2.092 0.0797
H -5.974 1.263 3.029 0.0846
H -5.151 -0.175 2.410 0.0793
H -6.502 1.996 0.713 0.1063
H -7.141 0.372 0.989 0.1277
C 6.920 -8.980 1.229 -0.0552
C 7.889 -8.157 0.412 -0.1840
O 7.273 -7.691 -0.813 0.0356
C 6.515 -6.613 -0.701 -0.4025
O 6.287 -5.979 0.286 0.1560
C 5.944 -6.223 -2.087 -0.5459
F 5.474 -7.287 -2.744 0.1693
F 6.900 -5.657 -2.836 0.1680
F 4.954 -5.349 -1.933 0.1334
H 6.534 -9.812 0.640 0.0852
H 7.429 -9.381 2.106 0.0863
H 6.081 -8.374 1.566 0.0621
H 8.737 -8.750 0.079 0.1252
H 8.258 -7.298 0.970 0.1256
C 4.260 8.669 -3.363 -0.0559
C 3.417 7.944 -2.340 -0.1810
O 4.212 6.995 -1.585 0.0287
C 4.916 7.486 -0.579 -0.4076
O 4.981 8.618 -0.206 0.1764
C 5.645 6.325 0.139 -0.5410
F 6.223 5.492 -0.738 0.1560
F 4.744 5.614 0.842 0.1545
F 6.573 6.775 0.968 0.1861
H 4.756 7.957 -4.023 0.0830
H 3.624 9.316 -3.966 0.0849
H 5.020 9.283 -2.881 0.0793
H 2.648 7.336 -2.812 0.1190
H 2.940 8.633 -1.645 0.1265
C -6.627 4.198 -3.518 -0.0553
C -5.878 5.098 -2.564 -0.1821
O -6.790 5.932 -1.803 0.0389
C -7.356 5.366 -0.756 -0.4018
O -7.204 4.248 -0.358 0.1601
C -8.265 6.388 -0.033 -0.5426
F -9.020 7.071 -0.902 0.1557
F -7.511 7.262 0.646 0.1705
F -9.070 5.768 0.824 0.1744
H -7.265 4.786 -4.177 0.0849
H -5.916 3.641 -4.127 0.0849
H -7.249 3.485 -2.978 0.0784
H -5.245 5.806 -3.093 0.1264
H -5.261 4.529 -1.869 0.1243
C 6.345 -3.198 6.299 -0.0562
C 5.576 -3.117 5.001 -0.1775
O 5.449 -4.424 4.386 0.0390
C 4.489 -5.202 4.840 -0.4087
O 3.699 -4.980 5.710 0.1675
C 4.457 -6.502 4.000 -0.5373
F 5.676 -7.015 3.821 0.1710
F 3.938 -6.217 2.796 0.0379
F 3.692 -7.425 4.582 0.1567
H 7.322 -3.653 6.135 0.0843
H 6.492 -2.195 6.697 0.0846
H 5.806 -3.789 7.039 0.0785
H 6.101 -2.522 4.258 0.1263
H 4.580 -2.700 5.144 0.1271
C -12.299 7.109 -1.064 -0.0572
C -12.976 7.835 -2.203 -0.1847
O -13.108 6.977 -3.362 0.0332
C -14.133 6.142 -3.351 -0.4059
O -14.966 6.017 -2.504 0.1711
C -14.151 5.324 -4.665 -0.5476
F -12.932 4.870 -4.977 0.1644
F -14.578 6.100 -5.672 0.1646
F -14.972 4.286 -4.555 0.1746
H -11.341 6.711 -1.386 0.0632
H -12.134 7.796 -0.234 0.0883
H -12.914 6.282 -0.710 0.0826
H -12.377 8.672 -2.554 0.1258
H -13.961 8.207 -1.923 0.1252
C 1.730 -9.888 5.366 -0.0525
C 1.493 -9.439 6.788 -0.1832
O 0.358 -10.123 7.375 0.0339
C 0.592 -11.334 7.847 -0.4076
O 1.628 -11.930 7.853 0.1685
C -0.703 -11.911 8.470 -0.5476
F -1.763 -11.704 7.681 0.1660
F -0.938 -11.316 9.649 0.1635
F -0.578 -13.217 8.676 0.1728
H 0.832 -9.743 4.764 0.0877
H 2.537 -9.296 4.938 0.0579
H 2.005 -10.941 5.326 0.0815
H 1.228 -8.386 6.835 0.1275
H 2.367 -9.608 7.416 0.1263

(7)
80
Properties=species:S:1:pos:R:3:lowdin_charge:R:1 method="wB97M-V/def2-TZVPD" charge=-1 homo_ha=-0.2370 e_tot_ev=-185842.42732 largest_force_ev_per_a=0.68 e_above_lowest_kcal_mol=0.0 e_lumo_ev=1.945
Co 1.284 0.045 0.751 0.4542
C 0.843 3.544 1.380 -0.0175
C -0.179 2.513 1.728 -0.3200
C -1.417 2.810 2.311 -0.0195
C -2.069 1.609 2.439 -0.0688
N -1.264 0.651 1.958 0.0596
N -0.096 1.196 1.533 0.0354
B -1.446 -0.865 1.777 -0.6576
N -1.315 -1.215 0.284 0.0391
C -2.222 -1.812 -0.513 -0.0615
C -1.713 -1.829 -1.788 -0.0147
C -0.456 -1.208 -1.687 -0.3075
C 0.492 -0.904 -2.790 -0.0065
N -0.234 -0.840 -0.432 0.0917
N -0.295 -1.547 2.544 0.0495
C -0.283 -2.290 3.655 -0.0701
C 1.000 -2.731 3.862 -0.0193
C 1.758 -2.179 2.825 -0.3190
C 3.217 -2.406 2.620 -0.0139
N 0.959 -1.449 2.034 0.0527
N -2.812 -1.380 2.234 0.0024
C -3.162 -2.664 2.490 -0.0970
C -4.530 -2.753 2.431 -0.0292
C -4.956 -1.450 2.096 -0.3579
C -6.345 -0.949 1.860 -0.0492
N -3.920 -0.641 1.965 0.1181
H 0.431 4.524 1.624 0.0792
H 1.756 3.423 1.959 0.0646
H 1.093 3.519 0.323 0.0587
H -1.775 3.788 2.584 0.1000
H -3.050 1.360 2.800 0.1040
H -3.167 -2.153 -0.123 0.1145
H -2.180 -2.213 -2.679 0.0982
H -0.049 -0.808 -3.732 0.0856
H 0.993 0.034 -2.578 0.0477
H 1.247 -1.683 -2.907 0.0841
H -1.187 -2.462 4.214 0.1165
H 1.362 -3.362 4.656 0.1016
H 3.543 -3.182 3.312 0.0814
H 3.433 -2.727 1.606 0.0620
H 3.802 -1.510 2.826 0.0695
H -2.420 -3.425 2.661 0.1169
H -5.137 -3.627 2.603 0.0949
H -7.074 -1.544 2.411 0.0698
H -6.432 0.091 2.171 0.0716
H -6.600 -0.998 0.799 0.0508
O 4.290 2.042 -0.340 -0.2428
As 2.905 1.914 -1.404 0.9017
O 2.603 3.326 -2.166 -0.4618
O 1.545 1.384 -0.558 -0.4656
C 3.442 0.589 -2.718 -0.2467
C 3.407 1.030 -4.035 -0.0870
C 3.725 0.167 -5.076 -0.0779
C 4.082 -1.144 -4.803 -0.0772
C 4.128 -1.593 -3.490 -0.0640
C 3.807 -0.729 -2.452 -0.2729
S 3.985 -1.345 -0.790 0.4909
O 4.173 -2.769 -0.901 -0.3012
O 5.117 -0.598 -0.255 -0.3133
O 2.758 -1.011 -0.050 -0.3627
H 4.710 1.166 -0.210 -0.0002
H 3.118 2.058 -4.221 0.0965
H 3.689 0.522 -6.099 0.0989
H 4.328 -1.823 -5.609 0.0997
H 4.403 -2.611 -3.252 0.1074
Cl 2.121 0.939 3.681 0.5350
C 2.593 0.814 1.941 -0.5601
H 2.836 1.815 1.621 -0.0123
H 3.492 0.209 1.908 0.0017
I -5.877 1.560 -1.534 0.8375
C -3.881 2.111 -1.810 -0.7138
C -3.509 2.944 -2.851 -0.1546
C -2.166 3.262 -2.979 -0.0608
C -1.259 2.734 -2.067 -0.1095
N -1.628 1.933 -1.072 0.1130
C -2.916 1.627 -0.938 -0.2056
H -4.245 3.333 -3.542 0.0902
H -1.823 3.911 -3.775 0.1020
H -0.197 2.960 -2.132 0.0971
H -3.189 0.972 -0.117 0.0732

(8)
30
Properties=species:S:1:pos:R:3:lowdin_charge:R:1 method="wB97M-V/def2-TZVPD" smiles=CCc1nncn1C1CCCCC1 homo_ha=-0.3383 e_tot_ev=-15113.60502 largest_force_ev_per_a=4.94 e_above_lowest_kcal_mol=33.4 e_lumo_ev=0.678
C 3.737 -1.348 0.391 -0.1306
C 2.699 -0.877 -0.528 -0.2477
C 1.824 0.255 -0.178 -0.3064
N 2.251 1.419 0.225 0.0628
N 1.189 2.217 0.384 -0.0097
C 0.135 1.642 0.044 -0.2064
N 0.423 0.359 -0.421 0.0759
C -0.629 -0.753 -0.634 -0.2454
C -1.799 -0.469 -1.459 -0.1812
C -2.808 0.389 -0.807 -0.2215
C -3.235 -0.189 0.524 -0.2161
C -2.075 -0.277 1.565 -0.1413
C -1.122 -1.296 0.775 -0.1443
H 4.350 -2.118 -0.143 0.0839
H 4.479 -0.529 0.734 0.1022
H 3.245 -1.670 1.378 0.1001
H 1.984 -1.656 -0.747 0.0882
H 3.124 -0.626 -1.574 0.1515
H -0.896 2.108 -0.060 0.1279
H -0.104 -1.688 -0.649 0.1123
H -1.461 -0.121 -2.379 0.1036
H -2.301 -1.471 -1.574 0.1560
H -3.637 0.379 -1.431 0.0821
H -2.606 1.555 -0.816 0.1437
H -4.056 0.398 1.033 0.1210
H -3.825 -1.073 0.433 0.1002
H -1.574 0.709 1.849 0.1213
H -2.429 -0.806 2.440 0.0905
H -0.145 -1.551 1.336 0.1294
H -1.540 -2.277 0.698 0.0982